Entry 1:
Here is an isolated molecule of C5H11NO at a distorted geometry from OMol25. Energies are from ωB97M-V/def2-TZVPD.

Geometry as XYZ:
```
18
Properties=species:S:1:pos:R:3:forces:R:3:nbo_charge:R:1
H -1.05967 2.13393 0.54373 1.8061 -0.9116 -1.7985 0.21
N 0.05719 0.44118 -0.17317 3.7348 -0.0920 -2.3104 -0.45
C -0.90388 -0.47566 -0.07898 -0.6060 -3.2046 1.3487 0.65
H 3.17470 -0.60816 0.38686 5.9760 -1.3952 -2.2229 0.20
C -2.28322 -0.00832 0.22530 -1.5560 -2.8990 6.2215 -0.67
H 1.26659 -1.10418 -1.29312 0.4289 3.1717 1.8162 0.23
H 1.90544 -1.29688 0.92092 -2.6641 -4.8881 3.6362 0.22
H 0.59132 2.31827 0.73806 -0.0699 -1.0568 -1.4724 0.20
H 2.16830 0.60490 -1.09754 -1.5040 0.5446 -0.5503 0.21
O -0.69684 -1.71522 -0.13488 0.0963 2.2753 -0.3097 -0.65
H 2.41437 0.51533 1.11688 -0.8676 -0.3922 1.6651 0.21
H -3.05148 -0.95890 0.28536 2.0724 2.7992 -0.3657 0.26
C -0.06758 1.84315 -0.08687 -2.4404 2.4222 5.5711 -0.42
H -2.49212 0.74201 -0.36950 -1.9006 3.2824 -3.6439 0.20
C 1.45240 -0.06893 -0.60266 -0.6771 -3.1492 -0.8100 -0.21
H -2.42550 0.70991 1.32618 0.7768 -2.6733 -2.8038 0.21
C 2.26182 -0.45050 0.64626 -2.8509 6.3075 -2.3957 -0.62
H -0.07489 2.53883 -0.88496 0.2454 -0.1408 -1.5753 0.21
```
Forces are in eV/Å.

SMILES string: CCN(C)C(C)=O
2S+1: 1
Gap between HOMO and LUMO (eV): 10.15
E_tot (eV): -8897.4668
Relative energy (zero: lowest compared OMol25 entry of this formula, charge and spin) (kJ/mol): 408.2

Entry 2:
Here is a cluster of 3 separate species, C5H11NO in total from OMol25. Energies are from ωB97M-V/def2-TZVPD.

Geometry as XYZ:
```
18
Properties=species:S:1:pos:R:3:forces:R:3:nbo_charge:R:1
C 0.59907 2.11945 -0.73239 0.1950 -0.0368 -0.0026 0.29
C -1.77674 -1.47429 -0.39243 -0.0503 -0.0649 0.0838 -0.69
H 0.81994 1.90800 0.33299 0.0301 0.2662 -0.2379 0.11
H -0.16827 -0.38594 -1.53474 -0.2268 0.0406 0.1137 0.20
H 0.58290 -1.62404 1.46278 0.1411 0.0969 -0.0176 0.19
C -0.96827 -0.28091 -0.78876 -0.2315 0.4676 0.0681 0.18
O 1.17754 1.53555 -1.62659 0.0359 0.2364 0.1264 -0.62
H 1.61942 -1.50490 -0.06812 -0.0057 0.0145 0.0835 0.20
H -1.16598 -2.37769 -0.31845 -0.0670 0.0995 -0.0560 0.23
H -1.85039 0.94722 0.40272 -0.1512 -0.1406 -0.0693 0.34
H -0.07478 2.97389 -0.89330 0.1485 0.0730 -0.2019 0.11
H 1.51114 0.54666 2.22309 0.0646 -0.0956 -0.0496 0.19
H 2.52798 0.63982 0.67507 -0.0534 -0.1634 0.1089 0.21
H -2.26039 -1.28304 0.57143 0.0141 -0.1241 -0.1610 0.22
N -1.15080 0.88801 -0.33525 -0.1861 -0.4539 -0.0063 -0.61
C 1.31567 -1.07062 0.87940 0.2079 0.1319 0.1550 -0.41
H -2.55521 -1.64634 -1.14366 0.1073 -0.0628 0.0627 0.24
C 1.81715 0.08917 1.28622 0.0274 -0.2847 0.0001 -0.39
```
Forces are in eV/Å.

SMILES string: [H]/N=C\C.C=C.C=O
2S+1: 1
Gap between HOMO and LUMO (eV): 9.97
E_tot (eV): -8898.4238
Relative energy (zero: lowest compared OMol25 entry of this formula, charge and spin) (kJ/mol): 315.9

Entry 3:
Here is an isolated molecule of C5H11NO at a distorted geometry from OMol25. Energies are from ωB97M-V/def2-TZVPD.

Geometry as XYZ:
```
18
Properties=species:S:1:pos:R:3:forces:R:3:nbo_charge:R:1
C -1.51863 -0.56259 0.06720 0.6915 0.1232 0.2021 -0.22
H 0.87596 -0.00987 2.17792 -0.1521 0.0955 0.0276 0.19
C 0.41117 0.62773 1.41548 -0.1126 -0.1173 0.1119 -0.41
H -1.51873 -1.52377 -0.45616 0.1331 0.2432 0.2253 0.24
C 0.85210 -0.65465 -0.62972 -0.1998 -0.1327 0.0390 0.68
O 0.49729 -1.32410 -1.58878 0.0503 0.1306 0.0779 -0.64
C 2.34476 -0.36938 -0.41328 -0.0857 -0.0398 0.0129 -0.72
C -2.15075 0.54188 -0.79261 0.3225 0.1596 0.0162 -0.64
H -2.96003 1.12545 -0.33806 0.1557 -0.3434 0.0318 0.21
H 2.61241 0.69128 -0.49462 -0.2419 -0.1576 0.0170 0.22
H -1.25716 1.14513 -0.84034 -0.3679 1.1038 -0.7408 0.22
H 2.68946 -0.71755 0.56662 -0.1371 0.0664 -0.0858 0.22
H 2.89274 -0.91661 -1.18507 -0.2156 0.1044 0.1410 0.25
N -0.06185 -0.17474 0.28254 0.0804 -0.6587 0.0165 -0.46
H -2.42750 0.25574 -1.81338 0.0392 -0.1644 0.3555 0.22
H -0.41191 1.17632 1.87986 -0.0283 -0.1839 -0.1516 0.21
H 1.16823 1.37901 1.13454 -0.3941 -0.3373 -0.1714 0.21
H -2.03757 -0.68928 1.02787 0.4627 0.1085 -0.1251 0.20
```
Forces are in eV/Å.

SMILES string: CCN(C)C(C)=O
2S+1: 1
Gap between HOMO and LUMO (eV): 10.02
E_tot (eV): -8900.7877
Relative energy (zero: lowest compared OMol25 entry of this formula, charge and spin) (kJ/mol): 87.8

Entry 4:
Here is the ion C5H11NO with charge +1 at a distorted geometry from OMol25. Energies are from ωB97M-V/def2-TZVPD.

Geometry as XYZ:
```
18
Properties=species:S:1:pos:R:3:forces:R:3:mulliken_spin:R:1
H 1.14416 1.35275 0.18214 -0.3667 0.3087 -0.1525 -0.01
N -1.08857 0.71405 0.26074 0.1763 -1.2194 1.0427 0.27
C 1.85611 0.81602 -0.40701 1.3321 -1.4299 0.5395 0.00
H -3.17015 0.30053 0.43202 -0.3224 0.4976 -0.2645 0.00
C 1.86358 -1.00731 0.02318 0.6984 1.4825 -1.1099 0.00
C 0.75740 -0.96295 0.85958 -0.9492 -0.4311 -0.8789 -0.01
C -2.48988 0.81108 -0.24603 0.7661 -0.5590 -0.8184 -0.01
H 1.84386 0.91167 -1.48454 -0.7826 -0.3188 -0.0577 0.00
H -2.46961 0.29411 -1.21464 -0.2701 -0.0800 0.2795 0.00
H -1.05808 0.89894 1.26395 -0.4103 0.3305 -0.0024 0.00
H 1.61077 -1.42458 -0.95012 -0.1048 0.2718 -0.1749 0.00
H -0.35562 -0.81078 -0.93695 -0.4425 -0.3415 0.6610 0.02
H 2.92108 -1.17496 0.22546 -0.5533 -0.3477 0.9102 0.00
H 2.87984 0.99295 -0.09781 -0.0350 0.0908 0.3620 0.00
H -2.73093 1.84137 -0.52047 0.0667 -0.0349 0.6955 0.01
H 0.64616 -1.24063 1.89160 0.6666 0.4157 0.8113 0.00
O -1.57890 -1.54729 0.54936 0.6572 0.1230 0.6819 0.79
C -0.58121 -0.76495 0.16953 -0.1265 1.2415 -2.5245 -0.05
```
Forces are in eV/Å.

Net charge: +1
2S+1: 2
Gap between HOMO and LUMO (spin up / spin down) (eV): 7.96 / 7.56
E_tot (eV): -8888.1327
Relative energy (zero: lowest compared OMol25 entry of this formula, charge and spin) (kJ/mol): 502.1

Entry 5:
Here is the ion C5H11NO with charge +1 at a distorted geometry from OMol25. Energies are from ωB97M-V/def2-TZVPD.

Geometry as XYZ:
```
18
Properties=species:S:1:pos:R:3:forces:R:3:mulliken_spin:R:1
H -1.28299 -0.20182 -0.60734 -0.4273 -0.4301 -0.1187 0.07
O 0.04224 1.33594 -2.31623 -0.6767 0.5174 2.6314 0.00
H -0.59355 1.94776 -2.67869 -0.1511 0.1791 -0.9975 0.00
C -0.28377 -1.05565 1.78658 -0.3246 -0.9146 -0.2568 0.01
H -0.96348 2.22299 -0.60678 -1.3740 0.7589 -0.4588 0.00
C -0.16737 1.58539 -0.88137 1.0892 -1.4853 -0.7648 0.05
H 0.29716 -0.84716 2.68017 -0.1100 -0.0021 0.4884 0.05
H 0.22330 -2.77983 0.45281 -0.1919 0.1167 -0.4476 0.01
N -0.62805 0.30582 1.23284 -1.3577 -4.0261 0.2160 0.78
H 0.91029 -1.16590 -1.27697 0.6918 0.4525 -0.1978 0.00
H -1.50686 0.59124 1.68899 0.4918 1.0470 -0.4478 -0.02
H 1.42399 -2.00075 1.46232 1.3101 -0.6383 -0.6238 0.00
C 0.64809 -1.82919 0.74455 -1.1841 1.8990 2.3774 -0.01
C -0.37661 0.23033 -0.18666 1.9681 0.4280 -0.3530 0.00
H -1.17072 -1.74124 2.08386 0.8360 1.8189 -0.3071 0.04
H 1.71916 -0.03753 0.02440 -0.2493 -1.1570 -0.7525 0.00
C 0.90032 -0.74650 -0.27713 -1.2453 1.4000 0.0266 0.02
H 0.67823 2.07772 -0.43863 0.9048 0.0360 -0.0135 0.00
```
Forces are in eV/Å.

Net charge: +1
2S+1: 2
Gap between HOMO and LUMO (spin up / spin down) (eV): 11.67 / 6.84
E_tot (eV): -8891.1560
Relative energy (zero: lowest compared OMol25 entry of this formula, charge and spin) (kJ/mol): 210.4

Entry 6:
Here is a structure of composition C5H11NO at a distorted geometry from OMol25. Energies are from ωB97M-V/def2-TZVPD.

Geometry as XYZ:
```
18
Properties=species:S:1:pos:R:3:forces:R:3:mulliken_spin:R:1
H -0.15165 -0.88081 2.64966 -0.0855 -0.4028 0.4707 0.00
N -0.03006 0.87395 0.03187 4.4039 -1.1157 0.4005 0.03
H -1.36112 0.61901 1.45332 0.5787 0.2692 0.8175 0.00
C -0.02280 -0.47979 -2.09687 -0.4820 -1.4844 -0.0286 0.00
C 0.53238 -0.87144 0.56541 3.1537 -1.6581 1.0696 -0.02
H -0.75191 1.37477 -1.78075 -0.8966 -0.1329 0.5129 0.00
H 1.46777 -0.11731 2.60731 -0.4850 -0.1395 -0.9947 -0.01
H -0.11262 1.82276 2.07199 -0.2437 -0.5760 -1.4362 0.01
C -0.27957 0.88895 1.45354 -2.3058 0.8069 1.9833 0.02
H -1.75494 0.10680 -0.94014 0.8863 0.3677 0.0810 0.00
C -0.71659 0.46798 -1.14450 -2.2361 1.8027 -2.4698 0.00
O 0.04159 -2.00290 0.27311 0.1147 2.8548 0.7249 0.71
H -0.76436 -0.54339 -2.89334 0.2863 -0.1259 -0.3105 0.00
H 0.05375 -1.48962 -1.68820 0.0749 0.1865 -0.5558 0.00
C 0.51589 -0.28845 2.05518 -0.9185 0.0971 -0.9879 0.15
H 0.93776 -0.22117 -2.54108 -0.0337 0.5326 0.2790 0.00
H 0.81415 1.44175 -0.24318 -0.9704 -0.8960 0.4371 0.00
H 1.58235 -0.70109 0.16666 -0.8415 -0.3864 0.0071 0.11
```
Forces are in eV/Å.

Net charge: +1
2S+1: 2
Gap between HOMO and LUMO (spin up / spin down) (eV): 10.72 / 6.83
E_tot (eV): -8889.4353
Relative energy (zero: lowest compared OMol25 entry of this formula, charge and spin) (kJ/mol): 376.4

Entry 7:
Here is a cluster of 3 separate species, C5H11NO2 in total at a distorted geometry from OMol25. Energies are from ωB97M-V/def2-TZVPD.

Geometry as XYZ:
```
19
Properties=species:S:1:pos:R:3:forces:R:3:mulliken_spin:R:1
H 3.38532 -2.97021 -1.72875 -0.1457 1.0532 1.4176 0.00
H -0.83202 3.11054 3.37123 -1.3664 -0.4301 1.4460 -0.26
O -3.72160 2.62917 1.51850 -0.8430 -1.2168 -2.2688 1.07
C 1.86017 -0.38988 -1.50720 -1.6461 -0.4886 1.2674 0.09
H 0.22115 0.97433 -1.88089 -0.6276 0.9773 -0.0597 -0.25
C 1.69577 -1.71366 -1.10818 -0.4539 -3.1770 -0.5659 -0.01
H -3.52191 3.08185 2.30108 0.8144 1.1611 2.2766 -0.23
H 2.72912 0.19113 -1.18156 -0.4752 0.0706 -0.9550 -0.05
C 2.94399 -2.50689 -0.77024 0.0799 -1.8278 0.3980 -0.01
C 0.30117 -2.15106 -1.23772 5.6844 3.2765 1.2733 0.12
H -1.34717 -0.88526 -1.29107 1.0507 0.4502 -0.5957 -0.10
H -4.39962 3.19734 1.12446 0.0087 -0.0268 -0.1527 -0.47
N -0.32554 -0.96343 -1.41765 -2.6418 -1.6710 -0.9279 0.03
H -0.03704 -3.11261 -1.16631 -1.4052 -1.8466 0.4125 -0.05
C 0.54199 -0.01036 -1.69856 0.9849 2.7418 0.3080 0.38
H 3.64388 -1.78222 -0.20998 -0.7171 -1.4897 -1.0206 0.00
H -2.12104 3.75901 3.78089 -0.4138 0.1991 0.1507 -0.25
H 2.74088 -3.46371 -0.11737 0.3093 1.9880 -0.8922 0.00
O -1.55856 3.03021 4.08815 1.8035 0.2566 -1.5118 1.00
```
Forces are in eV/Å.

Net charge: -1
2S+1: 2
Gap between HOMO and LUMO (spin up / spin down) (eV): 2.20 / 8.54
E_tot (eV): -10945.7772
Relative energy (zero: lowest compared OMol25 entry of this formula, charge and spin) (kJ/mol): 198.8

Entry 8:
Here is an isolated molecule of C5H11NO2 at a distorted geometry from OMol25. Energies are from ωB97M-V/def2-TZVPD.

Geometry as XYZ:
```
19
Properties=species:S:1:pos:R:3:forces:R:3:nbo_charge:R:1
C -0.11158 -0.20523 -0.56835 0.5915 1.0744 -0.4523 0.20
C 0.09411 -0.84308 1.97403 0.1020 -0.0794 0.0283 -0.61
H 0.52256 0.03337 2.46950 -0.1175 -0.0856 -0.0364 0.22
O -1.04419 1.80805 0.42722 0.0803 0.3297 0.1872 -0.74
H -0.98971 -0.76205 2.01867 -0.0387 -0.0276 0.1174 0.21
H -1.15414 -2.13199 -0.36565 -0.0339 0.0168 0.1206 0.22
N 1.19437 1.67298 -1.31760 -0.1426 -0.4120 0.2800 -0.56
C -0.19197 -1.68664 -0.57760 0.4310 0.4035 0.7977 -0.43
H 0.41366 -1.73526 2.52030 -0.1415 0.0749 0.0306 0.21
C -1.33620 0.66237 -0.33626 0.2764 -0.2026 -0.1780 -0.08
H 0.41646 -2.23316 -1.27855 0.0952 0.0388 -0.1314 0.23
O 0.75686 0.32296 -1.60215 -0.1514 -0.0517 0.1293 -0.41
H 1.12106 2.16402 -2.20919 0.0640 -0.3085 0.1680 0.36
C 0.57401 -0.92106 0.55313 -0.4738 -0.4799 -0.7432 -0.23
H -2.10757 0.11306 0.20505 0.0394 -0.0684 -0.0606 0.18
H -1.74131 0.94143 -1.32070 0.0012 -0.1320 0.0765 0.17
H -0.25561 2.21332 0.02849 -0.1255 -0.1586 0.0355 0.49
H 1.65188 -1.01628 0.45401 -0.1026 0.1225 -0.1681 0.22
H 2.18734 1.60316 -1.07433 -0.3535 -0.0543 -0.2011 0.35
```
Forces are in eV/Å.

SMILES string: C[C@H]1C[C@]1(CO)ON
2S+1: 1
Gap between HOMO and LUMO (eV): 10.37
E_tot (eV): -10945.8508
Relative energy (zero: lowest compared OMol25 entry of this formula, charge and spin) (kJ/mol): 329.6

What did the first record say?
Here is an isolated molecule of C5H11NO at a distorted geometry from OMol25. Energies are from ωB97M-V/def2-TZVPD.

Geometry as XYZ:
```
18
Properties=species:S:1:pos:R:3:forces:R:3:nbo_charge:R:1
H -1.05967 2.13393 0.54373 1.8061 -0.9116 -1.7985 0.21
N 0.05719 0.44118 -0.17317 3.7348 -0.0920 -2.3104 -0.45
C -0.90388 -0.47566 -0.07898 -0.6060 -3.2046 1.3487 0.65
H 3.17470 -0.60816 0.38686 5.9760 -1.3952 -2.2229 0.20
C -2.28322 -0.00832 0.22530 -1.5560 -2.8990 6.2215 -0.67
H 1.26659 -1.10418 -1.29312 0.4289 3.1717 1.8162 0.23
H 1.90544 -1.29688 0.92092 -2.6641 -4.8881 3.6362 0.22
H 0.59132 2.31827 0.73806 -0.0699 -1.0568 -1.4724 0.20
H 2.16830 0.60490 -1.09754 -1.5040 0.5446 -0.5503 0.21
O -0.69684 -1.71522 -0.13488 0.0963 2.2753 -0.3097 -0.65
H 2.41437 0.51533 1.11688 -0.8676 -0.3922 1.6651 0.21
H -3.05148 -0.95890 0.28536 2.0724 2.7992 -0.3657 0.26
C -0.06758 1.84315 -0.08687 -2.4404 2.4222 5.5711 -0.42
H -2.49212 0.74201 -0.36950 -1.9006 3.2824 -3.6439 0.20
C 1.45240 -0.06893 -0.60266 -0.6771 -3.1492 -0.8100 -0.21
H -2.42550 0.70991 1.32618 0.7768 -2.6733 -2.8038 0.21
C 2.26182 -0.45050 0.64626 -2.8509 6.3075 -2.3957 -0.62
H -0.07489 2.53883 -0.88496 0.2454 -0.1408 -1.5753 0.21
```
Forces are in eV/Å.

SMILES string: CCN(C)C(C)=O
2S+1: 1
Gap between HOMO and LUMO (eV): 10.15
E_tot (eV): -8897.4668
Relative energy (zero: lowest compared OMol25 entry of this formula, charge and spin) (kJ/mol): 408.2

Look up the relative energy (zero: lowest compared OMol25 entry of this formula, charge and spin) of the fifth one.
210.4 kJ/mol

What is the relative energy (zero: lowest compared OMol25 entry of this formula, charge and spin) in the eighth record?
329.6 kJ/mol

Which of these has the highest E_tot?
number 4